Arrangement A

This record from the Open Molecules 2025 dataset describes C6H11N as an isolated structure. The level of theory is ωB97M-V/def2-TZVPD.

Each line ends with the natural charge from an NBO analysis.
CARTESIAN COORDINATES (ANGSTROEM)
N1 1.167 0.530 0.611  -0.635
C1 0.592 1.318 -0.454  -0.069
C2 0.222 -0.553 0.119  0.144
C3 -1.183 -0.008 0.420  -0.451
C4 0.369 -2.050 0.378  -0.632
C5 -0.848 1.476 0.048  -0.420
C6 0.612 0.012 -1.255  -0.428
H1 1.047 2.254 -0.709  0.200
H2 -0.979 2.181 0.948  0.207
H3 -1.635 1.776 -0.723  0.201
H4 -2.216 -0.401 0.022  0.232
H5 0.029 -0.119 -2.167  0.203
H6 1.127 0.921 1.626  0.354
H7 1.531 -2.264 0.270  0.232
H8 1.612 -0.379 -1.374  0.219
H9 -0.156 -2.178 1.382  0.226
H10 -1.067 -0.085 1.540  0.194
H11 -0.225 -2.432 -0.682  0.224

The calculation puts the HOMO energy at -0.3327 Eh.

---

Arrangement B

This record from the Open Molecules 2025 dataset describes one molecule with the formula C6H11N. The level of theory is ωB97M-V/def2-TZVPD.

Each line ends with the natural charge from an NBO analysis.
CARTESIAN COORDINATES (ANGSTROEM)
N1 1.724 -0.032 -0.273  -0.638
C1 -0.721 0.491 0.021  -0.218
C2 1.567 -1.319 -0.736  -0.021
C3 -1.284 0.701 1.232  -0.186
C4 2.204 -1.827 -1.736  -0.463
C5 0.693 0.918 -0.305  -0.232
C6 -2.761 0.471 1.470  -0.658
H1 2.477 0.299 0.286  0.396
H2 2.728 -1.037 -2.429  0.205
H3 0.606 1.378 -1.262  0.169
H4 -3.407 1.473 1.763  0.227
H5 2.294 -2.909 -1.798  0.210
H6 -1.038 0.050 -0.971  0.208
H7 -0.703 1.508 1.835  0.209
H8 -3.205 -0.284 0.834  0.227
H9 1.125 1.747 0.344  0.183
H10 0.463 -1.473 -0.707  0.166
H11 -2.763 -0.156 2.432  0.216

Its SMILES is C=CNC/C=C/C. The calculation puts the HOMO energy at -0.2869 Eh.

---

Arrangement C

This record from the Open Molecules 2025 dataset describes one molecule with the formula C6H11N. The level of theory is ωB97M-V/def2-TZVPD.

Each line ends with the natural charge from an NBO analysis.
CARTESIAN COORDINATES (ANGSTROEM)
N1 -0.054 1.536 2.043  -0.819
C1 -0.671 0.411 1.337  -0.002
C2 -0.474 0.197 0.049  -0.119
C3 -0.084 -2.145 -0.910  -0.620
C4 -1.079 -0.977 -0.754  -0.399
C5 1.870 1.101 -0.442  -0.383
C6 0.580 0.918 -0.684  -0.211
H1 -0.234 2.400 1.557  0.365
H2 0.882 -1.759 -1.256  0.215
H3 -0.504 -2.703 -1.772  0.217
H4 2.221 0.824 0.548  0.203
H5 2.528 1.696 -1.081  0.204
H6 -1.301 -0.568 -1.773  0.198
H7 -0.661 1.583 2.848  0.353
H8 -1.245 -0.218 2.015  0.186
H9 0.163 1.490 -1.557  0.188
H10 0.089 -2.558 0.144  0.216
H11 -2.027 -1.227 -0.311  0.208

Its SMILES is C=C/C(=C\N)CC. The calculation puts the HOMO energy at -0.3020 Eh.

---

Arrangement D

This record from the Open Molecules 2025 dataset describes one molecule with the formula C6H11N. The level of theory is ωB97M-V/def2-TZVPD.

Each line ends with the natural charge from an NBO analysis.
CARTESIAN COORDINATES (ANGSTROEM)
N1 -1.444 2.107 -1.113  -0.829
C1 1.796 -0.933 2.382  -0.433
C2 0.825 -0.580 1.464  -0.142
C3 -0.408 1.414 -0.505  0.002
C4 -1.172 -0.849 -1.337  -0.624
C5 -0.189 0.139 -0.647  -0.096
C6 0.977 -0.477 0.050  -0.479
H1 2.809 -1.030 1.878  0.172
H2 -0.917 -1.152 -2.255  0.212
H3 -1.164 -1.940 -0.913  0.210
H4 -0.171 -0.460 1.805  0.193
H5 0.347 2.132 -0.099  0.197
H6 1.956 -0.098 -0.262  0.227
H7 -1.776 2.994 -0.724  0.383
H8 1.006 -1.587 -0.261  0.226
H9 -2.179 1.564 -1.535  0.372
H10 -2.147 -0.467 -1.382  0.197
H11 1.850 -0.775 3.454  0.212

Its SMILES is C=CC/C(C)=C/N. The calculation puts the HOMO energy at -0.2921 Eh.

---

Energetically preferred structure: arrangement C | next structure: +0.572 eV

---

Arrangement A

This record from the Open Molecules 2025 dataset describes one molecule with the formula C6H11N. The level of theory is ωB97M-V/def2-TZVPD.

Each line ends with the natural charge from an NBO analysis.
CARTESIAN COORDINATES (ANGSTROEM)
N1 0.094 1.288 0.722  -0.600
C1 1.234 0.227 -1.124  -0.171
C2 -1.667 -0.280 1.282  -0.388
C3 -0.984 0.480 0.475  0.050
C4 2.423 -0.316 -1.617  -0.399
C5 1.216 1.596 -0.312  -0.254
C6 -2.055 -1.656 0.862  -0.625
H1 -3.181 -1.892 0.951  0.194
H2 -2.023 0.073 2.227  0.207
H3 0.522 0.989 1.529  0.362
H4 -1.393 0.728 -0.512  0.172
H5 3.328 0.214 -1.344  0.185
H6 0.934 2.587 -0.737  0.228
H7 2.068 1.533 0.369  0.214
H8 -1.739 -1.806 -0.235  0.198
H9 2.465 -0.984 -2.453  0.208
H10 -1.547 -2.588 1.284  0.220
H11 0.306 -0.194 -1.364  0.197

Its SMILES is C=CCN/C=C/C. The calculation puts the HOMO energy at -0.2605 Eh.

---

Arrangement B

This record from the Open Molecules 2025 dataset describes one molecule with the formula C6H11N. The level of theory is ωB97M-V/def2-TZVPD.

Each line ends with the natural charge from an NBO analysis.
CARTESIAN COORDINATES (ANGSTROEM)
N1 1.292 1.434 0.083  -0.430
C1 -1.741 -0.429 -0.233  -0.401
C2 -0.748 0.093 0.778  -0.417
C3 2.537 0.728 -0.242  -0.229
C4 -3.115 0.221 -0.072  -0.600
C5 0.311 0.787 0.438  0.402
C6 2.477 -0.786 -0.096  -0.634
H1 2.224 -1.070 0.931  0.213
H2 3.318 1.154 0.398  0.202
H3 3.440 -1.236 -0.354  0.218
H4 2.791 1.010 -1.270  0.202
H5 -1.831 -1.518 -0.124  0.204
H6 -1.358 -0.248 -1.245  0.206
H7 -0.920 -0.098 1.835  0.234
H8 -3.044 1.302 -0.229  0.209
H9 -3.505 0.056 0.939  0.202
H10 -3.837 -0.189 -0.787  0.207
H11 1.709 -1.210 -0.751  0.211

Its SMILES is CCC=C=NCC. The calculation puts the HOMO energy at -0.3118 Eh.

---

Arrangement C

This record from the Open Molecules 2025 dataset describes a 2-piece molecular cluster, C6H11N overall. The level of theory is ωB97M-V/def2-TZVPD.

Each line ends with the natural charge from an NBO analysis.
CARTESIAN COORDINATES (ANGSTROEM)
N1 -0.077 1.139 2.237  -0.340
C1 0.221 -0.271 0.034  -0.344
C2 0.048 0.517 1.270  0.287
C3 3.022 -0.015 1.246  -0.189
C4 -1.715 0.934 -1.164  -0.619
C5 -0.240 0.545 -1.188  -0.377
C6 -0.471 -1.632 0.170  -0.594
H1 0.378 1.447 -1.256  0.214
H2 -0.020 -0.055 -2.080  0.209
H3 -1.964 1.542 -2.039  0.220
H4 2.744 -0.424 2.243  0.091
H5 -0.044 -2.204 0.999  0.224
H6 3.008 1.079 1.444  0.093
H7 -1.544 -1.523 0.351  0.217
H8 -1.953 1.521 -0.270  0.217
H9 -0.329 -2.207 -0.750  0.217
H10 1.305 -0.449 -0.070  0.270
H11 -2.368 0.055 -1.176  0.205

The calculation puts the HOMO energy (spin up / spin down) at -0.3583 / -0.3613 Eh.

---

Arrangement D

This record from the Open Molecules 2025 dataset describes one molecule with the formula C6H11N. The level of theory is ωB97M-V/def2-TZVPD.

Each line ends with the natural charge from an NBO analysis.
CARTESIAN COORDINATES (ANGSTROEM)
N1 1.691 1.846 1.025  -0.874
C1 -0.469 1.069 -0.492  -0.221
C2 -1.140 -1.887 0.235  -0.613
C3 0.293 -1.420 -0.162  -0.422
C4 -1.668 0.982 -1.115  -0.394
C5 0.534 0.070 -0.130  -0.079
C6 1.619 0.502 0.578  0.012
H1 0.511 -1.714 -1.204  0.207
H2 -2.262 0.073 -1.183  0.191
H3 -0.296 2.115 -0.223  0.214
H4 2.288 2.100 1.823  0.381
H5 2.509 -0.142 0.611  0.181
H6 0.968 -1.866 0.544  0.213
H7 -1.970 1.879 -1.620  0.198
H8 -1.874 -2.061 -0.581  0.207
H9 -1.613 -1.155 0.897  0.216
H10 -1.022 -2.876 0.734  0.212
H11 1.902 2.486 0.263  0.371

Its SMILES is C=C/C(=C\N)CC. The calculation puts the HOMO energy at -0.2873 Eh.

---

Energetically preferred structure: arrangement B | next structure: +0.858 eV

---

Arrangement A

This record from the Open Molecules 2025 dataset describes one molecule with the formula C6H11N. The level of theory is ωB97M-V/def2-TZVPD.

Each line ends with the natural charge from an NBO analysis.
CARTESIAN COORDINATES (ANGSTROEM)
N1 0.652 -2.344 1.365  -0.821
C1 -0.868 0.338 1.980  -0.650
C2 -0.433 -0.181 0.613  -0.062
C3 0.802 1.618 -2.632  -0.393
C4 0.210 0.543 -1.997  -0.176
C5 0.204 -1.347 0.485  -0.013
C6 -0.623 0.601 -0.720  -0.470
H1 -1.952 0.157 2.136  0.215
H2 0.385 -0.358 -2.596  0.200
H3 0.793 -1.449 -0.406  0.173
H4 -0.490 1.541 -0.166  0.214
H5 -1.717 0.352 -0.902  0.225
H6 1.403 1.382 -3.526  0.202
H7 0.410 -2.203 2.371  0.355
H8 0.906 2.539 -2.107  0.192
H9 -0.889 1.521 1.871  0.214
H10 -0.404 -0.119 2.858  0.222
H11 1.610 -2.590 1.372  0.373

Its SMILES is C=CC/C(C)=C/N. The calculation puts the HOMO energy at -0.2889 Eh.

---

Arrangement B

This record from the Open Molecules 2025 dataset describes one molecule with the formula C6H11N. The level of theory is ωB97M-V/def2-TZVPD.

Each line ends with the natural charge from an NBO analysis.
CARTESIAN COORDINATES (ANGSTROEM)
N1 0.483 2.474 0.781  -0.673
C1 -0.618 0.788 -1.615  -0.642
C2 0.847 1.319 1.000  0.183
C3 0.603 -1.280 -1.085  -0.407
C4 -0.489 0.054 0.683  -0.226
C5 -0.154 -0.286 -0.724  -0.038
C6 -0.342 -1.030 1.774  -0.628
H1 -0.238 0.698 -2.741  0.206
H2 -1.431 0.563 0.707  0.215
H3 1.037 3.330 0.907  0.364
H4 1.818 0.827 1.346  0.162
H5 -1.247 -1.608 1.638  0.218
H6 -1.743 0.867 -1.750  0.217
H7 -0.277 1.733 -1.281  0.241
H8 -0.286 -0.488 2.680  0.212
H9 0.849 -1.770 -2.012  0.212
H10 1.086 -2.043 -0.246  0.170
H11 0.486 -1.714 1.687  0.213

Its SMILES is [H]/N=C/[C@H](C)C(=C)C. The calculation puts the HOMO energy at -0.3079 Eh.

---

Energetically preferred structure: arrangement A | next structure: +0.343 eV

---

Arrangement A

This record from the Open Molecules 2025 dataset describes one molecule with the formula C6H11N. The level of theory is ωB97M-V/def2-TZVPD.

Each line ends with the natural charge from an NBO analysis.
CARTESIAN COORDINATES (ANGSTROEM)
N1 -0.641 0.997 -0.576  -0.621
C1 0.422 0.507 0.263  0.117
C2 -0.619 -1.357 -0.917  -0.408
C3 0.006 -0.420 1.428  -0.459
C4 -1.527 -0.105 -0.934  -0.223
C5 0.449 -0.997 0.090  -0.232
C6 1.676 1.336 0.341  -0.603
H1 2.088 1.539 -0.648  0.218
H2 -1.155 -2.275 -0.651  0.212
H3 0.682 -0.537 2.255  0.217
H4 1.397 -1.541 0.053  0.220
H5 1.472 2.316 0.814  0.205
H6 -1.146 1.766 -0.135  0.362
H7 -2.393 -0.241 -0.229  0.167
H8 2.420 0.866 0.980  0.211
H9 -0.134 -1.497 -1.901  0.209
H10 -1.052 -0.434 1.692  0.208
H11 -1.944 0.077 -1.925  0.200

Its SMILES is C[C@]12C[C@H]1CCN2. The calculation puts the HOMO energy at -0.3064 Eh.

---

Arrangement B

This record from the Open Molecules 2025 dataset describes one molecule with the formula C6H11N. The level of theory is ωB97M-V/def2-TZVPD.

Each line ends with the natural charge from an NBO analysis.
CARTESIAN COORDINATES (ANGSTROEM)
N1 0.161 2.501 -0.339  -0.340
C1 -0.037 0.010 0.389  -0.338
C2 -2.561 0.200 -0.074  -0.614
C3 0.219 1.387 -0.040  0.296
C4 2.473 0.144 0.042  -0.621
C5 1.250 -0.750 0.131  -0.380
C6 -1.265 -0.560 -0.329  -0.371
H1 3.127 -0.706 -0.033  0.215
H2 -1.363 -1.601 0.001  0.207
H3 1.464 -1.470 0.928  0.211
H4 2.737 0.692 0.952  0.213
H5 -1.047 -0.586 -1.403  0.206
H6 2.549 0.795 -0.845  0.224
H7 -2.484 1.240 -0.411  0.222
H8 -3.389 -0.275 -0.608  0.216
H9 1.236 -1.304 -0.822  0.208
H10 -0.259 0.068 1.467  0.241
H11 -2.811 0.213 0.992  0.204

Its SMILES is CCC(C#N)CC. The calculation puts the HOMO energy at -0.4146 Eh.

---

Arrangement C

This record from the Open Molecules 2025 dataset describes one molecule with the formula C6H11N. The level of theory is ωB97M-V/def2-TZVPD.

Each line ends with the natural charge from an NBO analysis.
CARTESIAN COORDINATES (ANGSTROEM)
N1 2.064 1.257 -0.432  -0.819
C1 -1.812 -3.176 -0.377  -0.373
C2 -0.036 1.448 0.487  -0.442
C3 -1.481 -1.874 -0.733  -0.223
C4 -0.182 0.161 -0.310  -0.173
C5 1.386 2.087 0.511  -0.224
C6 -0.930 -0.882 0.108  -0.257
H1 1.642 2.323 1.562  0.167
H2 -0.835 -1.270 1.228  0.212
H3 -1.442 -1.877 -1.849  0.211
H4 -2.543 -3.697 -0.948  0.196
H5 -0.381 1.478 1.672  0.193
H6 -0.686 2.231 0.136  0.228
H7 3.013 1.513 -0.429  0.356
H8 1.477 3.146 0.146  0.178
H9 -1.601 -3.559 0.598  0.177
H10 2.088 0.261 -0.100  0.356
H11 0.258 0.428 -1.269  0.238

Its SMILES is C=C/C=C/CCN. The calculation puts the HOMO energy at -0.2991 Eh.

---

Arrangement D

This record from the Open Molecules 2025 dataset describes one molecule with the formula C6H11N. The level of theory is ωB97M-V/def2-TZVPD.

Each line ends with the natural charge from an NBO analysis.
CARTESIAN COORDINATES (ANGSTROEM)
N1 -2.647 1.117 0.718  -0.338
C1 -1.563 0.741 0.559  0.296
C2 -0.060 -0.410 -1.060  -0.379
C3 0.451 1.813 0.074  -0.575
C4 -0.307 -1.917 -0.939  -0.615
C5 -0.157 0.419 0.248  -0.169
C6 0.712 -0.170 1.361  -0.592
H1 0.486 -2.420 -0.376  0.205
H2 1.725 0.180 1.012  0.209
H3 0.595 -1.253 1.503  0.222
H4 0.543 0.330 2.319  0.224
H5 -0.329 -2.376 -1.935  0.220
H6 -1.264 -2.138 -0.453  0.214
H7 0.040 2.296 -0.823  0.224
H8 1.566 1.637 0.109  0.204
H9 0.199 2.422 0.952  0.224
H10 -0.772 0.018 -1.774  0.217
H11 0.943 -0.244 -1.477  0.207

Its SMILES is CCC(C)(C)C#N. The calculation puts the HOMO energy at -0.4125 Eh.

---

Energetically preferred structure: arrangement D | next structure: +0.080 eV